[1]
Here is a cluster of 2 separate species, C3H10NO in total at a distorted geometry from OMol25. Energies are from the ωB97M-V functional and the def2-TZVPD basis.

Structure (XYZ):
```
15
Properties=species:S:1:pos:R:3:nbo_charge:R:1
C -0.67 1.74 -1.39 -0.285
O -1.20 1.65 -0.03 -0.773
H -0.66 2.79 -1.73 0.206
H 0.40 1.42 -1.37 0.167
H -1.29 1.24 -2.09 0.193
H -1.49 2.57 0.13 0.502
C 1.57 -1.10 0.31 -0.444
C -0.58 -1.62 1.42 0.137
N 0.07 -1.08 0.46 -0.389
H 1.84 -1.98 0.95 0.225
H 2.08 -0.23 0.74 0.266
H 1.90 -1.34 -0.77 0.261
H -0.11 -2.59 1.68 0.235
H -1.50 -1.15 1.70 0.251
H -0.38 -0.31 -0.02 0.449
```

Its total energy is -6802.18235 eV. The value obtained for the HOMO-LUMO gap is 0.34336 hartree. For the relative energy (zero: lowest compared OMol25 entry of this formula, charge and spin), the calculation gives 205.4 kJ/mol. The total charge is +1.

=====

[2]
Here is a cluster of 2 separate species, C3H10NO in total at a distorted geometry from OMol25. Energies are from the ωB97M-V functional and the def2-TZVPD basis.

Structure (XYZ):
```
15
Properties=species:S:1:pos:R:3:nbo_charge:R:1
C 2.85 0.14 0.94 -0.517
C -1.23 0.28 -0.67 0.184
C -2.45 -0.08 0.01 -0.240
O -3.31 -0.28 -1.13 -0.472
N 1.87 -0.49 0.14 -0.261
H 2.91 1.24 0.91 0.334
H 3.89 -0.19 0.70 0.367
H -0.81 -0.48 -1.33 0.223
H -0.97 1.31 -0.92 0.249
H -2.86 0.59 0.76 0.268
H -2.41 -1.04 0.56 0.282
H -2.88 -0.01 -1.97 0.502
H 2.80 -0.31 1.93 0.279
H 1.08 -0.69 0.75 0.404
H 1.52 0.02 -0.67 0.398
```

The spin multiplicity is 2. Its total energy is -6785.63100 eV. The value obtained for the HOMO-LUMO gap (alpha / beta) is 0.28996 / 0.26755 hartree. For the relative energy (zero: lowest compared OMol25 entry of this formula, charge and spin), the calculation gives 613.5 kJ/mol. The total charge is +2.

=====

[3]
Here is a cluster of 2 separate species, C3H10NO2 in total at a distorted geometry from OMol25. Energies are from the ωB97M-V functional and the def2-TZVPD basis.

Structure (XYZ):
```
16
Properties=species:S:1:pos:R:3:nbo_charge:R:1
C 0.41 -0.97 -0.86 -0.064
O -0.64 -0.35 -1.53 -0.775
C 1.14 -0.11 0.18 -0.067
C 1.08 1.41 -0.16 -0.626
N 0.59 -0.28 1.52 -0.886
H 1.15 -1.40 -1.55 0.135
H 0.11 -1.94 -0.43 0.145
H 2.22 -0.30 0.21 0.155
H 0.11 1.58 -0.60 0.248
H 1.24 1.90 0.81 0.206
H 1.91 1.68 -0.82 0.178
H -0.38 0.01 1.51 0.411
H 0.63 -1.24 1.84 0.335
H -1.40 -0.28 -0.89 0.543
H -2.48 0.65 1.35 0.416
O -2.28 0.12 0.56 -1.354
```

Its total energy is -8858.16820 eV. The value obtained for the HOMO-LUMO gap is 0.27825 hartree. For the relative energy (zero: lowest compared OMol25 entry of this formula, charge and spin), the calculation gives 60.4 kJ/mol. The total charge is -1.